(1)
Molecular formula: C30H31OSi
Method: DFT, ωB97M-V with the def2-TZVPD basis set

Computed properties:
E_LUMO = -0.1737 Eh
E = -1526.30868 hartree
Relative energy (zero: lowest compared OMol25 entry of this formula, charge and spin) = 0.00 kJ/mol
Charge = +1
Kohn-Sham gap = 0.256 hartree
E_HOMO = -11.69 eV

Each line ends with the Mulliken charge.
Geometry (Å):
1 C -1.122 -2.242 3.648  -1.157
2 C -2.080 -1.148 3.404  1.166
3 C -2.956 -0.574 4.443  -1.406
4 O -2.445 -0.924 2.158  -0.364
5 Si -1.686 -0.023 0.914  0.182
6 C -0.070 0.612 1.518  1.011
7 C 1.096 -0.149 1.327  -0.394
8 C 2.281 0.214 1.973  -0.596
9 C 2.304 1.325 2.822  -0.590
10 C 1.171 2.137 2.940  -0.521
11 C 0.011 1.824 2.223  -0.381
12 C -1.453 -1.169 -0.508  0.178
13 C -1.393 -0.589 -1.785  -0.484
14 C -1.153 -1.384 -2.912  -0.689
15 C -0.985 -2.766 -2.765  -0.544
16 C -1.082 -3.350 -1.496  -0.635
17 C -1.330 -2.555 -0.369  0.007
18 C -2.929 1.266 0.495  0.581
19 C -2.529 2.523 0.012  -0.036
20 C -3.492 3.461 -0.386  -0.754
21 C -4.853 3.146 -0.307  -0.491
22 C -5.252 1.892 0.167  -0.729
23 C -4.293 0.954 0.569  -0.472
24 H -0.837 -2.291 4.707  0.379
25 H -1.579 -3.220 3.402  0.385
26 H -0.207 -2.136 3.043  0.249
27 H -3.846 -0.129 3.959  0.420
28 H -3.275 -1.485 4.977  0.477
29 H 1.071 -1.027 0.673  0.435
30 H 3.181 -0.385 1.816  0.427
31 H 3.209 1.565 3.383  0.403
32 H 1.181 3.019 3.583  0.436
33 H -0.834 2.522 2.210  0.419
34 H -1.534 0.489 -1.898  0.331
35 H -1.099 -0.917 -3.897  0.411
36 H -0.786 -3.387 -3.640  0.385
37 H -0.965 -4.429 -1.374  0.406
38 H -1.427 -3.020 0.616  0.230
39 H -1.466 2.768 -0.063  0.426
40 H -3.167 4.431 -0.763  0.415
41 H -5.603 3.873 -0.620  0.399
42 H -6.309 1.630 0.224  0.409
43 H -4.614 -0.029 0.926  0.416
44 C -2.354 1.824 4.837  -1.939
45 C -2.367 0.405 5.422  3.537
46 C -0.918 0.044 5.762  -2.296
47 C -3.274 0.355 6.673  -0.398
48 C -3.050 -0.626 7.646  -0.298
49 C -4.088 -1.003 8.500  -0.698
50 C -5.309 -0.315 8.465  -0.499
51 C -5.465 0.777 7.604  -0.687
52 C -4.430 1.145 6.742  -0.449
53 H -3.310 2.086 4.366  0.514
54 H -2.139 2.546 5.639  0.529
55 H -1.570 1.917 4.079  -0.048
56 H -0.831 -0.971 6.162  0.322
57 H -0.285 0.144 4.868  0.366
58 H -0.547 0.742 6.522  0.476
59 H -2.080 -1.129 7.709  0.299
60 H -3.936 -1.843 9.178  0.391
61 H -6.131 -0.628 9.107  0.395
62 H -6.392 1.347 7.582  0.393
63 H -4.534 2.016 6.093  0.350



(2)
Molecular formula: C30H32AlBO4P3
Method: DFT, ωB97M-V with the def2-TZVPD basis set

Computed properties:
E_LUMO = -0.0909 Eh
E = -2754.70786 hartree
Charge = +1
Kohn-Sham gap = 0.310 hartree
E_HOMO = -10.90 eV

Each line ends with the Mulliken charge.
Geometry (Å):
1 Al -0.757 0.771 -0.940  0.104
2 C -1.751 0.778 3.019  -1.282
3 P -0.599 0.266 1.676  0.576
4 C 0.990 0.904 2.330  -1.186
5 C -0.553 -1.538 1.958  0.037
6 C -0.019 -2.139 3.089  -0.649
7 C -0.077 -3.514 3.242  -0.928
8 C -0.669 -4.301 2.267  -0.779
9 C -1.205 -3.709 1.135  -0.592
10 C -1.158 -2.330 0.978  0.460
11 P -1.904 -1.447 -0.438  1.158
12 C -2.164 -2.705 -1.736  -1.490
13 C -3.618 -1.197 0.163  -1.189
14 H -1.356 0.484 3.992  0.432
15 H -2.729 0.319 2.880  0.367
16 H -1.869 1.858 2.989  0.456
17 H 1.193 0.564 3.343  0.481
18 H 0.947 1.993 2.319  0.444
19 H 1.798 0.604 1.665  0.156
20 H 0.431 -1.533 3.860  0.373
21 H 0.336 -3.974 4.125  0.456
22 H -0.715 -5.375 2.384  0.461
23 H -1.673 -4.319 0.378  0.369
24 H -1.210 -3.139 -2.026  0.248
25 H -2.594 -2.206 -2.605  0.430
26 H -2.850 -3.481 -1.402  0.511
27 H -4.016 -2.132 0.557  0.424
28 H -4.229 -0.860 -0.672  0.473
29 H -3.639 -0.428 0.933  0.235
30 O 0.269 -0.227 -4.592  -0.614
31 C 0.489 0.140 -3.476  0.454
32 O -0.444 0.353 -2.560  -0.257
33 C 1.890 0.396 -2.923  -0.642
34 P 1.832 0.219 -1.084  0.953
35 C 3.543 0.662 -0.624  0.920
36 C 4.572 -0.263 -0.478  -0.454
37 C 5.825 0.163 -0.072  -0.688
38 C 6.061 1.503 0.188  -0.562
39 C 5.047 2.431 0.006  -0.723
40 C 3.793 2.012 -0.396  -0.782
41 C 1.799 -1.587 -0.845  0.200
42 C 2.164 -2.114 0.396  -0.248
43 C 2.184 -3.480 0.596  -0.978
44 C 1.795 -4.336 -0.423  -0.695
45 C 1.392 -3.822 -1.642  -0.395
46 C 1.395 -2.455 -1.854  -0.696
47 H 2.152 1.437 -3.143  0.550
48 H 2.637 -0.248 -3.397  0.481
49 H 4.397 -1.310 -0.674  0.434
50 H 6.621 -0.557 0.046  0.427
51 H 7.038 1.822 0.522  0.410
52 H 5.238 3.476 0.188  0.430
53 H 2.993 2.729 -0.535  0.467
54 H 2.475 -1.458 1.199  0.490
55 H 2.502 -3.875 1.549  0.506
56 H 1.809 -5.402 -0.268  0.440
57 H 1.089 -4.480 -2.444  0.484
58 H 1.119 -2.076 -2.824  0.328
59 O -1.644 3.706 -1.545  -0.378
60 B -1.770 2.533 -0.837  0.894
61 O -2.943 2.550 -0.090  -0.209
62 C -3.540 3.750 -0.345  0.359
63 C -4.721 4.278 0.139  -1.055
64 C -5.052 5.561 -0.272  -0.561
65 C -4.246 6.275 -1.153  -0.508
66 C -3.077 5.733 -1.668  -1.053
67 C -2.733 4.464 -1.240  0.903
68 H -5.350 3.714 0.811  0.496
69 H -5.953 6.022 0.105  0.411
70 H -4.537 7.275 -1.436  0.399
71 H -2.455 6.271 -2.366  0.506



(3)
Molecular formula: C30H32AsN3O2S3Ti
Method: DFT, ωB97M-V with the def2-TZVPD basis set

Computed properties:
E_LUMO (alpha / beta) = -0.1276 / -0.1383 Eh
E = -5756.78967 hartree
2S+1 = 2
Relative energy (zero: lowest compared OMol25 entry of this formula, charge and spin) = 56.60 kJ/mol
Charge = +1
Kohn-Sham gap (alpha / beta) = 0.247 / 0.239 hartree
E_HOMO (alpha / beta) = -10.18 / -10.27 eV

Each line ends with the Mulliken charge.
Geometry (Å):
1 Ti -0.682 -0.360 -1.192  0.197
2 C -2.407 -3.508 2.947  -0.719
3 S -0.855 -3.936 2.148  -0.029
4 C -0.726 -2.790 0.850  0.429
5 S -1.979 -1.642 0.477  -0.370
6 N 0.393 -2.932 0.188  -1.558
7 N 0.449 -2.064 -0.900  1.496
8 C 1.423 -2.292 -1.691  -0.716
9 C 1.513 -1.423 -2.869  0.912
10 C 2.442 -1.609 -3.871  -1.035
11 C 2.374 -0.804 -4.997  -0.491
12 C 1.383 0.158 -5.070  -0.890
13 C 0.520 0.315 -4.002  -0.256
14 N 0.585 -0.455 -2.907  0.788
15 H -2.503 -4.225 3.762  0.396
16 H -3.246 -3.624 2.266  0.306
17 H -2.379 -2.498 3.352  0.154
18 H 2.116 -3.100 -1.484  0.397
19 H 3.190 -2.384 -3.768  0.574
20 H 3.084 -0.927 -5.804  0.447
21 H 1.287 0.805 -5.930  0.456
22 H -0.220 1.101 -3.988  0.399
23 C -2.530 -2.348 -2.815  -0.948
24 O -2.164 -0.962 -2.663  0.009
25 C -3.241 -0.056 -3.017  -0.715
26 C -4.182 0.144 -1.863  -0.666
27 O -3.383 0.533 -0.776  0.297
28 C -4.098 1.087 0.318  -0.832
29 H -2.827 -2.517 -3.849  0.296
30 H -3.334 -2.599 -2.127  0.320
31 H -1.657 -2.944 -2.574  0.225
32 H -3.752 -0.450 -3.895  0.490
33 H -2.767 0.889 -3.271  0.226
34 H -4.755 -0.758 -1.623  0.338
35 H -4.889 0.934 -2.139  0.449
36 H -4.544 2.043 0.036  0.311
37 H -3.385 1.242 1.124  0.084
38 H -4.878 0.401 0.658  0.315
39 S -0.805 2.027 -1.514  -0.330
40 C 0.268 2.970 -0.454  1.023
41 C 0.389 4.342 -0.680  -0.873
42 C 1.181 5.120 0.149  -0.630
43 C 1.869 4.545 1.215  -0.850
44 C 1.754 3.185 1.441  -0.223
45 C 0.953 2.404 0.615  -0.860
46 As 0.774 0.501 0.846  1.992
47 C 2.628 0.012 1.060  0.401
48 C 3.381 -0.129 -0.103  -0.647
49 C 4.745 -0.371 -0.035  -0.877
50 C 5.367 -0.475 1.202  -0.557
51 C 4.623 -0.320 2.364  -0.805
52 C 3.257 -0.072 2.297  -0.196
53 C 0.016 0.367 2.602  0.297
54 C -0.865 1.357 3.019  -0.950
55 C -1.514 1.230 4.240  -0.830
56 C -1.285 0.117 5.039  -0.521
57 C -0.406 -0.872 4.618  -1.248
58 C 0.239 -0.755 3.392  -0.011
59 H -0.145 4.792 -1.508  0.499
60 H 1.267 6.183 -0.039  0.389
61 H 2.490 5.154 1.861  0.422
62 H 2.292 2.732 2.265  0.462
63 H 2.914 -0.005 -1.071  0.476
64 H 5.324 -0.470 -0.945  0.433
65 H 6.431 -0.664 1.261  0.394
66 H 5.107 -0.387 3.331  0.428
67 H 2.694 0.050 3.211  0.466
68 H -1.025 2.237 2.410  0.511
69 H -2.196 2.004 4.569  0.450
70 H -1.786 0.024 5.995  0.426
71 H -0.220 -1.739 5.241  0.462
72 H 0.908 -1.539 3.063  0.789